Molecular formula: C42H94Cl24
Method: DFT, the ωB97M-V functional and the def2-TZVPD basis

CARTESIAN COORDINATES (ANGSTROEM)
1 C -0.991 -6.701 -2.499
2 C 0.137 -5.647 -2.329
3 C 0.927 -5.677 -1.058
4 C 2.245 -4.928 -1.239
5 C 3.141 -4.909 0.072
6 C 2.562 -4.205 1.285
7 H -0.613 -7.784 -2.494
8 H -1.398 -6.630 -3.497
9 H -1.817 -6.530 -1.776
10 H 0.883 -5.732 -3.136
11 H -0.298 -4.651 -2.532
12 H 1.019 -6.669 -0.693
13 H 0.418 -5.145 -0.279
14 H 2.835 -5.347 -2.061
15 H 1.970 -3.893 -1.539
16 H 3.257 -5.939 0.431
17 H 4.125 -4.579 -0.267
18 H 3.264 -4.131 2.129
19 H 2.315 -3.209 0.991
20 H 1.675 -4.628 1.689
21 C -4.457 1.590 -5.058
22 C -5.194 0.302 -4.881
23 C -6.598 0.324 -5.309
24 C -7.309 -0.964 -5.076
25 C -8.906 -0.997 -5.083
26 C -9.401 -0.767 -3.686
27 H -3.451 1.583 -4.661
28 H -5.033 2.414 -4.586
29 H -4.394 1.819 -6.110
30 H -4.664 -0.424 -5.489
31 H -5.113 -0.074 -3.831
32 H -6.637 0.654 -6.359
33 H -7.140 1.107 -4.817
34 H -6.782 -1.717 -5.705
35 H -6.920 -1.286 -4.017
36 H -9.304 -0.289 -5.829
37 H -9.328 -1.979 -5.344
38 H -10.446 -0.382 -3.632
39 H -9.426 -1.677 -3.017
40 H -8.844 0.054 -3.221
41 C 6.237 3.852 -1.952
42 C 6.001 2.280 -1.772
43 C 5.374 1.504 -2.983
44 C 5.063 0.013 -2.662
45 C 5.123 -0.808 -3.956
46 C 5.141 -2.370 -3.736
47 H 5.278 4.320 -1.854
48 H 6.604 4.011 -2.984
49 H 6.988 4.238 -1.181
50 H 6.917 1.865 -1.453
51 H 5.393 2.172 -0.895
52 H 6.039 1.450 -3.809
53 H 4.469 2.022 -3.324
54 H 5.917 -0.341 -2.006
55 H 4.120 -0.104 -2.072
56 H 4.260 -0.533 -4.562
57 H 6.005 -0.634 -4.495
58 H 5.021 -2.870 -4.683
59 H 6.139 -2.747 -3.360
60 H 4.321 -2.652 -3.024
61 C 4.817 -1.073 3.252
62 C 5.167 0.270 2.599
63 C 4.792 1.531 3.471
64 C 5.593 2.790 3.052
65 C 5.183 4.119 3.671
66 C 5.855 5.236 2.872
67 H 3.779 -1.102 3.632
68 H 5.485 -1.225 4.116
69 H 4.973 -1.955 2.660
70 H 6.201 0.328 2.329
71 H 4.532 0.383 1.689
72 H 4.972 1.323 4.567
73 H 3.753 1.777 3.468
74 H 6.688 2.560 3.057
75 H 5.385 2.876 1.986
76 H 4.108 4.138 3.525
77 H 5.497 4.208 4.775
78 H 5.553 6.277 3.121
79 H 6.866 5.179 3.109
80 H 5.790 5.091 1.784
81 C -5.538 -0.838 3.738
82 C -6.189 -2.071 3.333
83 C -6.181 -2.260 1.813
84 C -4.796 -2.515 1.188
85 C -4.816 -3.257 -0.119
86 C -3.458 -3.292 -0.712
87 H -5.428 -0.720 4.827
88 H -6.036 0.012 3.330
89 H -4.516 -0.944 3.360
90 H -5.772 -3.018 3.740
91 H -7.215 -2.135 3.665
92 H -6.622 -1.389 1.307
93 H -6.869 -3.078 1.540
94 H -4.294 -1.563 1.018
95 H -4.189 -3.051 1.885
96 H -5.253 -4.190 0.171
97 H -5.519 -2.738 -0.768
98 H -2.728 -3.652 0.047
99 H -3.363 -3.856 -1.602
100 H -3.082 -2.260 -0.864
101 C 2.797 4.127 -4.811
102 Cl 1.846 5.268 -3.762
103 Cl 4.330 4.890 -5.039
104 H 2.913 3.173 -4.262
105 H 2.405 4.030 -5.858
106 C -0.193 -0.106 9.585
107 Cl -0.875 1.451 9.227
108 Cl -0.742 -1.330 8.479
109 H 0.910 -0.066 9.460
110 H -0.614 -0.361 10.534
111 C 1.613 -3.861 5.480
112 Cl 1.763 -2.189 5.959
113 Cl -0.104 -4.562 5.756
114 H 1.884 -3.985 4.450
115 H 2.236 -4.368 6.179
116 C -0.480 -0.513 -2.162
117 Cl -0.428 -1.766 -0.970
118 Cl -1.380 -0.992 -3.654
119 H -0.993 0.352 -1.733
120 H 0.572 -0.304 -2.404
121 C -1.370 -1.631 3.957
122 Cl 0.181 -1.711 3.032
123 Cl -1.392 -0.088 4.878
124 H -2.111 -1.554 3.152
125 H -1.486 -2.502 4.585
126 C 0.913 5.225 0.915
127 Cl 2.213 5.992 0.043
128 Cl 1.370 4.408 2.439
129 H 0.177 6.031 1.092
130 H 0.480 4.505 0.201
131 C 0.143 1.245 -6.065
132 Cl -0.256 2.532 -4.955
133 Cl 1.654 0.436 -5.715
134 H -0.608 0.500 -6.006
135 H 0.263 1.698 -7.058
136 C -4.274 0.963 0.181
137 Cl -4.711 0.616 -1.510
138 Cl -2.573 0.722 0.551
139 H -4.559 2.035 0.290
140 H -4.807 0.344 0.829
141 C 1.795 1.251 5.807
142 Cl 0.968 2.789 5.382
143 Cl 3.039 1.480 7.116
144 H 1.016 0.529 6.122
145 H 2.291 0.776 4.967
146 C -1.398 6.378 4.478
147 Cl -0.843 7.867 3.667
148 Cl -0.687 6.204 6.033
149 H -2.485 6.325 4.608
150 H -1.040 5.527 3.904
151 C -2.434 3.965 -1.718
152 Cl -3.321 4.447 -0.300
153 Cl -1.861 5.372 -2.771
154 H -1.609 3.315 -1.414
155 H -3.094 3.297 -2.346
156 C 2.759 1.825 -0.188
157 Cl 1.992 2.105 -1.715
158 Cl 1.662 1.028 0.972
159 H 3.581 1.155 -0.458
160 H 3.126 2.766 0.208

Its spin multiplicity is 1. As for the electronic energy: -345616.179 eV. The strongest force on any atom comes out at 0.0604 Eh/bohr. For the HOMO energy, the calculation gives -0.38925 hartree.